{
  "formula": "C24H14F15GeN2O7S4SeSn",
  "method": "ωB97M-V/def2-TZVPD",
  "elements": ["Sn", "C", "C", "N", "C", "C", "S", "C", "C", "N", "H", "H", "H", "H", "H", "H", "H", "H", "H", "H", "H", "H", "H", "H", "O", "Se", "O", "O", "O", "F", "C", "C", "C", "F", "C", "F", "C", "F", "C", "F", "Ge", "S", "C", "C", "F", "C", "F", "C", "F", "C", "F", "C", "F", "C", "C", "F", "C", "F", "C", "F", "C", "F", "C", "F", "O", "S", "O", "O", "S"],
  "xyz": [[1.55210, -1.29346, 1.86441], [3.62049, -3.76984, 1.93339], [4.36433, -2.86687, 0.91854], [3.93793, -1.46196, 0.87701], [4.10898, -0.83794, -0.42617], [3.30417, -1.63830, -1.43557], [1.72417, -2.19034, -0.85616], [1.81185, -4.15159, -0.76714], [1.67643, -4.71431, 0.61656], [2.22512, -3.85093, 1.70863], [3.84302, -3.40094, 2.93433], [4.07635, -4.80190, 1.87413], [4.32241, -3.26069, -0.08509], [5.43134, -2.85609, 1.27647], [4.41907, -0.91633, 1.66223], [5.15477, -0.78480, -0.75856], [3.77196, 0.22256, -0.36266], [3.88293, -2.45298, -1.92345], [3.05270, -0.97833, -2.26377], [2.67466, -4.42420, -1.38270], [0.93436, -4.42899, -1.32166], [2.12903, -5.72795, 0.73615], [0.48465, -4.67817, 0.83521], [1.64996, -3.94324, 2.53507], [-0.04470, -2.63003, 2.40995], [-1.45079, -3.12816, 1.50698], [-0.90701, -4.52559, 0.50666], [-2.13342, -0.82306, 0.28284], [-2.47642, -3.63426, 2.81795], [0.02730, 3.00207, 1.34470], [-1.04320, 3.81831, 1.26706], [-1.99317, 3.58436, 0.26084], [-3.00381, 4.51003, 0.07638], [-3.82943, 4.39981, -0.99356], [-3.17439, 5.56052, 0.98969], [-4.05856, 6.53352, 0.79714], [-2.27047, 5.68475, 2.09983], [-2.55446, 6.51233, 3.13041], [-1.16499, 4.87609, 2.16869], [-0.18691, 5.13061, 3.02494], [-2.08905, 1.97052, -0.87357], [-1.23671, 0.44519, 0.64308], [-3.96573, 1.27308, -1.05802], [-4.60903, 1.05029, -2.28299], [-4.07070, 1.46000, -3.47084], [-5.86571, 0.43171, -2.34268], [-6.43886, 0.21446, -3.56595], [-6.57749, 0.08006, -1.17395], [-7.69508, -0.65561, -1.14451], [-6.02720, 0.41249, 0.08328], [-6.73676, 0.22301, 1.24392], [-4.71474, 1.00415, 0.09140], [-4.22609, 1.39641, 1.30926], [-0.73110, 2.14353, -2.33204], [-0.78927, 1.19001, -3.37550], [-1.57558, 0.08372, -3.23834], [-0.00225, 1.31296, -4.51978], [-0.04219, 0.42686, -5.54823], [0.89778, 2.38100, -4.58855], [1.80424, 2.41298, -5.58913], [0.96236, 3.32126, -3.54721], [1.95179, 4.26547, -3.54090], [0.17250, 3.19018, -2.42987], [0.18987, 4.18615, -1.48528], [3.10231, 0.70845, 4.29380], [3.34902, -0.67210, 4.68182], [3.32979, -0.98191, 6.10830], [2.40961, -1.69663, 3.95216], [5.33592, -1.24141, 3.82065]],
  "charge": -1,
  "homo_lumo_gap_ev": [4.579, 3.760],
  "multiplicity": 1,
  "max_force_ha_per_bohr": 0.078
}

=====

{
  "formula": "C9H10",
  "method": "ωB97M-V/def2-TZVPD",
  "elements": ["C", "C", "C", "C", "C", "C", "C", "C", "C", "H", "H", "H", "H", "H", "H", "H", "H", "H", "H"],
  "xyz": [[1.48672, 1.60246, -0.54675], [1.06034, 0.20681, -0.88640], [0.78980, -0.56226, -1.88635], [0.47636, -1.01922, -0.41555], [-0.92420, -1.22534, 0.18166], [-1.87124, -0.25548, -0.45723], [-2.11483, 0.67987, 0.37160], [-1.57195, 0.38646, 1.69124], [-0.88762, -0.75265, 1.60802], [2.59381, 1.59930, -0.26618], [0.90580, 2.00876, 0.31772], [1.45190, 2.26251, -1.36560], [0.92524, -1.15479, -2.69503], [1.13410, -1.66596, 0.13395], [-1.20614, -2.33717, 0.12235], [-2.23668, -0.48009, -1.51131], [-2.64640, 1.51385, 0.06958], [-1.96227, 0.87086, 2.52647], [-0.35971, -1.33317, 2.31668]],
  "homo_lumo_gap_ev": 9.531,
  "smiles": "CC1=C[C@@H]1C1C=CC=C1",
  "e_above_lowest_kcal_mol": 67.31,
  "multiplicity": 1,
  "max_force_ha_per_bohr": 0.115
}

=====

{
  "formula": "C2HCl3S2",
  "method": "ωB97M-V/def2-TZVPD",
  "elements": ["C", "C", "S", "S", "Cl", "Cl", "Cl", "H"],
  "xyz": [[-0.56942, -0.20700, -0.75285], [-0.06649, -0.66344, 0.53333], [-1.90414, -0.31898, -1.55636], [0.67497, 1.90713, -1.41306], [-0.39155, 0.56382, 1.82679], [1.67066, -1.09598, 0.54785], [-0.78548, -2.19454, 1.08015], [1.37145, 2.00899, -0.26585]],
  "homo_lumo_gap_ev": [7.259, 7.255],
  "e_above_lowest_kcal_mol": 49.83,
  "multiplicity": 1,
  "max_force_ha_per_bohr": 0.072
}

=====

{
  "formula": "C2H3NS2",
  "method": "ωB97M-V/def2-TZVPD",
  "elements": ["C", "C", "N", "S", "S", "H", "H", "H"],
  "xyz": [[1.08982, -0.32118, -0.97633], [-1.38050, 0.13469, 0.45819], [1.64473, -0.10615, 0.10725], [-0.76636, -0.06893, -1.13956], [1.10323, 0.05042, 1.61096], [1.69672, -0.29535, -1.91302], [-1.64718, 1.10906, 0.64656], [-1.74046, -0.50255, 1.20595]],
  "homo_lumo_gap_ev": [7.320, 7.285],
  "e_above_lowest_kcal_mol": 57.05,
  "multiplicity": 1,
  "max_force_ha_per_bohr": 0.061
}

=====

{
  "formula": "C39H57BN12O2S4V",
  "method": "ωB97M-V/def2-TZVPD",
  "elements": ["V", "C", "C", "C", "C", "N", "N", "B", "N", "N", "C", "C", "C", "C", "C", "S", "C", "C", "C", "C", "N", "N", "C", "C", "C", "C", "C", "S", "C", "C", "C", "C", "C", "S", "C", "C", "C", "C", "H", "H", "H", "H", "H", "H", "H", "H", "H", "H", "H", "H", "H", "H", "H", "H", "H", "H", "H", "H", "H", "H", "H", "H", "H", "H", "H", "H", "H", "H", "H", "H", "H", "H", "H", "H", "H", "H", "H", "N", "C", "C", "C", "C", "C", "C", "S", "O", "O", "N", "C", "N", "C", "C", "C", "N", "H", "H", "H", "H", "H", "H", "H", "H", "H", "N", "C", "C", "N", "H", "H", "H", "H", "H", "H", "H", "H", "H"],
  "xyz": [[0.09793, -1.93868, -0.75665], [2.21619, -2.42710, 4.05907], [1.37211, -1.28412, 3.60067], [0.82964, -0.36189, 4.45289], [0.03542, 0.69209, 3.94643], [-0.17378, 0.81276, 2.65881], [0.35944, -0.06838, 1.82483], [0.29680, 0.18495, 0.31205], [-0.76326, 1.26236, -0.03627], [-0.54386, 2.53805, 0.24697], [-1.45406, 3.42647, -0.07368], [-2.61648, 3.04392, -0.78006], [-2.85113, 1.72769, -1.07130], [-4.04451, 1.27830, -1.85482], [-1.86943, 0.80979, -0.63051], [-1.98387, -0.88175, -0.80279], [-1.17061, 4.87505, 0.29844], [-2.40629, 5.76358, 0.13379], [-0.73815, 4.93172, 1.77053], [-0.04903, 5.37787, -0.62397], [1.67959, 0.69877, -0.16968], [2.29713, 1.52167, 0.66660], [3.44833, 2.05290, 0.33547], [4.07115, 1.69655, -0.87999], [3.44405, 0.84129, -1.74780], [4.07897, 0.35774, -3.00963], [2.16605, 0.36107, -1.37362], [1.22058, -0.66406, -2.37376], [4.03672, 3.02881, 1.34221], [5.37283, 3.60520, 0.87520], [3.03465, 4.17832, 1.52414], [4.22407, 2.29144, 2.67702], [1.08712, -1.12000, 2.22495], [1.60710, -2.21168, 1.01895], [-0.51796, 1.78719, 4.84305], [-0.68951, 1.32010, 6.29111], [0.51719, 2.92735, 4.80349], [-1.87374, 2.26652, 4.31023], [2.20833, -2.50458, 5.14364], [3.24683, -2.29170, 3.72546], [1.85890, -3.36079, 3.62401], [1.00828, -0.44716, 5.51548], [-3.31348, 3.79779, -1.11736], [-4.96154, 1.68190, -1.42638], [-4.11097, 0.19443, -1.89375], [-3.96682, 1.65800, -2.87521], [-3.25199, 5.36878, 0.70015], [-2.69794, 5.87935, -0.91106], [-2.18048, 6.75576, 0.52288], [-1.60908, 4.81402, 2.41700], [-0.27652, 5.89368, 1.99195], [-0.03626, 4.13401, 1.99145], [-0.39443, 5.42598, -1.65838], [0.81435, 4.71479, -0.57464], [0.26056, 6.37936, -0.32426], [5.05474, 2.07513, -1.11947], [5.01816, 0.87315, -3.19615], [3.41495, 0.49854, -3.86214], [4.27673, -0.71352, -2.93260], [5.26719, 4.11615, -0.08332], [6.14042, 2.83388, 0.79244], [5.71440, 4.33908, 1.60389], [2.98287, 4.78625, 0.61924], [3.35476, 4.81867, 2.34666], [2.04421, 3.78492, 1.74191], [4.92070, 1.45842, 2.56458], [3.26964, 1.90647, 3.03708], [4.62936, 2.97961, 3.41897], [0.26855, 1.13792, 6.77880], [-1.30174, 0.41847, 6.34854], [-1.19074, 2.10604, 6.85466], [1.44550, 2.61814, 5.28819], [0.12991, 3.79469, 5.33897], [0.74175, 3.21869, 3.77851], [-2.63464, 1.50342, 4.48588], [-1.82613, 2.46847, 3.24321], [-2.17746, 3.17324, 4.83278], [-1.58110, -2.95261, -8.59440], [-1.71646, -3.18804, -7.26548], [-1.08217, -2.35421, -6.32639], [-1.24317, -2.57166, -4.97805], [-2.02152, -3.63965, -4.54086], [-2.66092, -4.47598, -5.44653], [-2.51252, -4.24749, -6.79517], [-2.23105, -3.82858, -2.81584], [-3.34982, -3.02866, -2.35326], [-2.40423, -5.23674, -2.43271], [-0.88908, -3.24054, -2.10904], [0.23713, -3.97135, -2.24255], [1.22762, -3.49170, -1.46621], [2.40081, -4.12381, -1.48373], [2.59604, -5.24199, -2.26384], [1.52008, -5.64921, -3.04901], [0.35288, -5.02236, -3.05045], [-0.93233, -2.26123, -8.92121], [-1.94719, -3.60257, -9.26589], [-0.46293, -1.53556, -6.67003], [-0.77155, -1.91449, -4.25908], [-3.26915, -5.29755, -5.09197], [-3.00645, -4.89047, -7.51204], [3.18129, -3.71724, -0.85117], [3.53518, -5.77227, -2.26793], [1.58817, -6.50802, -3.70685], [-4.31405, -4.96700, -0.09521], [-3.51291, -4.71598, 1.12910], [-2.25550, -3.87145, 0.79078], [-1.71424, -3.04540, 1.85300], [-5.06466, -5.63737, 0.05130], [-3.69127, -5.29970, -0.90695], [-4.68347, -4.09167, -0.47547], [-3.22948, -5.67691, 1.55553], [-4.13304, -4.18668, 1.85274], [-2.52829, -3.20506, -0.01988], [-1.46184, -4.53898, 0.44703], [-1.44446, -3.61261, 2.64915], [-2.41257, -2.37852, 2.16462]],
  "charge": 2,
  "homo_lumo_gap_ev": [6.377, 6.815],
  "e_above_lowest_kcal_mol": 0.00,
  "s2": 0.99,
  "multiplicity": 2,
  "max_force_ha_per_bohr": 0.035
}